Entry 1:
26
Properties=species:S:1:pos:R:3 method="wB97M-V/def2-TZVPD" homo_lumo_gap_ev="6.85 / 6.65" e_homo_ev="-6.0 / -5.8" charge=0 total_energy_ev=-11067.2512 lumo_ev="0.80 / 0.80"
O 0.01 0.99 -1.68
N 1.46 -1.40 0.66
C 2.78 0.64 -1.01
C 0.99 -0.74 -0.45
C -1.59 -1.05 1.48
C -1.47 -0.83 0.00
C -2.57 0.01 -0.61
C 0.36 1.46 0.69
C 0.38 0.51 -0.46
H -0.53 1.78 -1.56
H -0.74 -1.60 1.88
H 1.03 2.30 0.49
H -2.43 0.13 -1.69
H 1.82 -0.83 1.40
H 2.07 -2.18 0.45
H -2.49 -1.63 1.74
H 0.67 0.99 1.63
H 2.66 1.66 -1.38
H -3.56 -0.45 -0.47
H 3.14 -0.02 -1.79
H 0.89 -1.32 -1.35
H -1.68 -0.10 2.02
H 3.41 0.62 -0.12
H -2.62 1.00 -0.15
H -1.34 -1.77 -0.55
H -0.65 1.84 0.84



Entry 2:
39
Properties=species:S:1:pos:R:3 method="wB97M-V/def2-TZVPD" homo_lumo_gap_ev="7.08 / 7.93" e_homo_ev="-4.6 / -5.5" spin_multiplicity=5 charge=-1 total_energy_ev=-94867.7479 lumo_ev="2.44 / 2.40"
Cr 0.70 0.23 -1.72
Cl 1.27 7.13 0.58
Cl 0.13 4.53 -4.01
S -1.76 -0.38 -0.69
O 2.15 0.93 -0.26
O -3.19 -0.34 -0.76
O -1.06 0.90 -0.38
O 1.17 2.17 -2.57
O 1.07 -3.48 -3.23
O 1.52 -1.43 -2.45
N -0.98 -0.86 -1.95
C 0.76 5.63 -1.64
C 0.73 -2.42 -2.73
C -0.53 -4.23 3.85
C 1.24 5.63 -0.32
C 0.20 -2.58 2.08
C -0.83 -3.25 2.74
C -1.39 -1.48 0.65
C 0.72 4.49 -2.38
C -2.42 -2.14 1.30
C 1.64 3.26 -0.51
C -2.14 -3.02 2.34
C 2.13 2.09 0.17
C 1.17 3.21 -1.86
C 1.67 4.46 0.24
C -0.07 -1.71 1.05
C -0.76 -2.23 -2.35
H 2.04 4.45 1.25
H 1.22 -2.75 2.38
H 0.51 -4.16 4.16
H -1.37 -2.53 -3.20
H 2.53 2.28 1.18
H -1.16 -4.04 4.73
H -3.44 -1.96 0.99
H -0.96 -2.95 -1.54
H 0.75 -1.20 0.55
H -0.72 -5.25 3.53
H -2.95 -3.53 2.85
H 0.41 6.56 -2.08



Entry 3:
42
Properties=species:S:1:pos:R:3 method="wB97M-V/def2-TZVPD" homo_lumo_gap_ev="7.29 / 6.52" e_homo_ev="-10.7 / -10.0" spin_multiplicity=3 charge=+1 total_energy_ev=-23465.0584 lumo_ev="-3.36 / -3.51"
Mo 0.24 0.37 -2.17
P -0.17 0.16 0.09
N -0.98 1.16 -3.77
C 2.81 1.65 -1.46
C 1.11 0.68 2.58
C -1.99 -0.82 1.99
C 0.73 -2.44 1.07
C -1.81 -0.41 0.53
C 0.45 1.32 1.34
C -0.63 2.34 1.71
C 1.06 -1.95 -1.35
C -2.40 -1.46 -0.43
C 1.04 -1.32 0.05
H -0.22 -2.96 0.88
H -2.37 0.54 0.41
H -1.94 1.28 -3.38
H 1.22 -1.21 -2.22
H -1.04 2.86 0.83
H -0.68 2.08 -4.09
H -1.04 0.50 -4.53
H 0.73 -2.07 2.09
H 2.40 0.52 -1.53
H 1.97 -2.57 -1.46
H 1.23 1.90 0.82
H 0.39 0.05 3.12
H 1.99 0.09 2.31
H -0.09 1.99 -1.75
H -3.05 -1.07 2.19
H 3.27 1.88 -2.39
H 0.19 -2.58 -1.60
H -1.73 -0.06 2.74
H -3.44 -1.68 -0.12
H 1.43 1.47 3.28
H -1.82 -2.39 -0.41
H 3.32 1.95 -0.52
H 1.51 -3.21 1.01
H -1.47 1.89 2.26
H 2.03 -0.95 0.29
H 1.87 2.14 -1.59
H -2.43 -1.05 -1.46
H -0.23 3.11 2.40
H -1.45 -1.73 2.24



Entry 4:
13
Properties=species:S:1:pos:R:3 method="wB97M-V/def2-TZVPD" homo_lumo_gap_ev="8.75 / 8.75" e_homo_ev="-15.0 / -15.0" charge=+1 total_energy_ev=-5755.2863 lumo_ev="-6.23 / -6.24"
N -0.27 0.12 0.22
C 0.84 1.06 0.08
C 0.78 -1.00 -0.08
C -1.64 0.28 -0.30
C 1.74 0.12 -0.25
H -1.95 1.22 -0.17
H 0.91 -1.59 0.93
H -1.44 0.03 -1.38
H -0.73 -0.22 1.84
H 0.58 2.16 0.19
H 0.63 -1.90 -0.74
H 2.86 0.14 -0.53
H -2.30 -0.43 0.19



Entry 5:
73
Properties=species:S:1:pos:R:3 method="wB97M-V/def2-TZVPD" homo_lumo_gap_ev=6.66 e_homo_ev=-4.5 charge=-1 total_energy_ev=-117822.5214 lumo_ev=2.20
W 0.11 0.11 0.21
I -1.59 5.66 0.25
I -2.22 2.19 0.69
Ge -2.94 -1.28 1.67
O -0.04 1.21 -1.49
O 2.30 -3.66 2.45
O 1.28 -1.39 1.07
N 2.36 0.39 -0.59
N -1.38 -0.87 -1.07
N -1.70 -0.15 -2.25
C 2.89 2.75 3.55
C 5.04 0.36 -1.20
C 2.64 1.53 1.49
C -1.82 3.83 -5.36
C 0.73 1.97 2.83
C -0.92 4.11 -4.35
C 3.40 -2.76 2.33
C 4.60 0.92 -0.02
C -2.91 4.04 -0.10
C 1.25 1.40 1.65
C -1.21 -0.43 1.50
C -1.00 0.92 -2.35
C 0.97 -2.62 0.69
C -2.17 1.63 -4.44
C -2.44 2.58 -5.41
C 2.79 -0.12 -1.74
C -0.19 -1.55 -1.16
C -0.64 3.15 -3.38
C -3.82 -0.54 3.27
C -4.22 -1.15 0.20
C -1.26 1.91 -3.42
C -0.25 -4.08 -0.82
C 0.21 -5.19 -0.12
C 3.23 0.93 0.27
C -2.58 -3.18 2.04
C 3.44 2.20 2.41
C 0.13 -2.81 -0.42
C 1.52 2.63 3.76
C 1.07 -5.02 0.95
C 4.12 -0.16 -2.09
C 1.47 -3.75 1.35
H -1.85 -3.27 2.84
H 3.10 -1.73 2.50
H 4.42 -0.60 -3.03
H -2.66 0.66 -4.45
H -0.44 5.08 -4.30
H 5.30 1.35 0.68
H -3.15 -0.62 4.13
H -4.06 0.51 3.13
H -2.04 4.57 -6.12
H 1.06 3.06 4.65
H 3.51 3.27 4.27
H -0.91 -4.20 -1.67
H -4.74 -1.08 3.49
H -0.33 1.88 3.03
H -3.04 3.95 -1.17
H -3.85 4.30 0.39
H 4.51 2.29 2.26
H -0.70 -0.53 2.47
H 1.46 -5.86 1.51
H -5.20 -1.48 0.56
H 3.85 -2.84 1.34
H -4.29 -0.13 -0.18
H -3.50 -3.68 2.35
H 0.31 -1.48 -2.13
H -3.90 -1.79 -0.62
H 0.05 3.36 -2.57
H -2.18 -3.68 1.16
H 4.13 -3.07 3.08
H -3.15 2.36 -6.20
H 6.10 0.35 -1.43
H 2.02 -0.51 -2.40
H -0.10 -6.19 -0.41



Entry 6:
73
Properties=species:S:1:pos:R:3 method="wB97M-V/def2-TZVPD" homo_lumo_gap_ev="4.42 / 4.42" e_homo_ev="-13.4 / -13.4" charge=+2 total_energy_ev=-63332.0017 lumo_ev="-8.96 / -8.96"
Sb 1.49 0.52 2.41
Pd 0.65 0.52 -0.37
Cl -7.37 3.13 0.54
O -1.25 0.92 -1.09
O -1.06 0.93 1.06
N 1.47 1.42 -2.15
N 2.12 1.53 -4.52
C 3.13 -0.46 0.10
C 0.04 -1.37 -0.36
C -3.99 1.66 -0.96
C -1.80 1.13 0.05
C 1.79 1.47 -3.27
C 4.85 0.61 -1.16
C 1.75 -0.94 5.07
C 4.05 -0.49 -0.95
C 4.56 -0.79 5.15
C 0.35 3.68 5.05
C 3.82 1.80 0.71
C 3.85 -1.34 6.20
C -5.75 2.54 0.39
C 3.53 1.71 -4.91
C 2.49 -0.35 4.04
C 0.02 4.76 4.24
C 1.09 1.65 -5.55
C 2.98 0.68 0.91
C 3.88 -0.31 4.04
C 0.76 2.49 4.45
C 0.11 4.66 2.86
C 2.47 -1.42 6.16
C 3.81 3.04 1.57
C -3.18 1.60 0.16
C 0.56 3.47 0.73
C -5.29 2.13 -0.85
C 0.85 2.40 3.06
C -3.66 2.01 1.41
C 4.74 1.73 -0.33
C 0.51 3.48 2.23
C 0.25 -1.10 5.02
C -4.95 2.49 1.52
H 1.36 2.82 0.34
H 3.71 2.75 -5.18
H -0.02 -2.04 4.53
H 2.62 -1.38 0.35
H 5.64 -0.73 5.18
H 1.02 2.68 -5.90
H 1.03 1.66 5.08
H 4.17 1.43 -4.08
H 0.03 -1.58 -1.42
H -3.01 1.96 2.28
H 0.77 4.47 0.35
H 0.30 3.75 6.12
H 5.41 2.56 -0.47
H -0.94 -1.33 0.09
H -0.14 5.52 2.25
H 3.39 2.87 2.56
H 3.24 3.84 1.10
H -0.24 -0.29 4.47
H 4.83 3.40 1.70
H 0.13 1.34 -5.15
H -3.62 1.34 -1.92
H 5.60 0.60 -1.94
H -5.34 2.81 2.48
H -0.18 -1.11 6.02
H -0.30 5.69 4.69
H 4.43 0.12 3.21
H 1.93 -1.87 6.99
H 4.38 -1.73 7.06
H 4.16 -1.39 -1.55
H 1.35 1.00 -6.38
H -5.94 2.18 -1.71
H -0.39 3.17 0.30
H 0.74 -1.97 0.21
H 3.74 1.07 -5.76



Entry 7:
6
Properties=species:S:1:pos:R:3 method="wB97M-V/def2-TZVPD" homo_lumo_gap_ev="7.22 / 6.16" e_homo_ev="-3.3 / -2.5" charge=-1 total_energy_ev=-16449.7715 lumo_ev="3.90 / 3.71"
S -0.31 0.40 -0.41
O -0.23 -0.28 -1.71
O -1.36 1.30 -0.09
N 1.00 0.63 0.38
H -0.63 -1.89 1.04
H 1.53 -0.16 0.79



Entry 8:
11
Properties=species:S:1:pos:R:3 method="wB97M-V/def2-TZVPD" homo_lumo_gap_ev=10.47 e_homo_ev=-9.5 charge=0 total_energy_ev=-7764.0837 lumo_ev=0.95
O 0.87 -0.62 2.08
N -1.58 0.06 -0.09
C -0.48 0.80 0.49
C 0.90 -0.57 -0.45
C -0.37 0.20 -0.87
C 0.53 -0.23 1.00
H -1.78 -0.84 0.35
H -0.48 0.71 -1.82
H -0.54 1.86 0.74
H 1.25 -1.53 -0.84
H 1.70 0.16 -0.60